Entry 1:
C39H65As2NO2PS4Tc as an isolated structure. Source: OMol25; level of theory: wB97M-V/def2-TZVPD.

Output
- M: 987.04 g mol⁻¹
- ⟨S²⟩: 3.7872
- Gap between HOMO and LUMO (alpha / beta): 5.91 / 5.24 eV
- Calculated total energy: -8215.8822 Eh
- Net charge: +3
- 2S+1: 4

Structure (XYZ):
```
115
C39H65As2NO2PS4Tc (wB97M-V/def2-TZVPD)
Tc -1.2706 -0.2892 0.4996
O -1.8583 1.0862 -0.8422
N -2.4336 0.8095 -2.0070
C -2.7923 1.8390 -2.8211
C -3.4159 1.5607 -4.0108
C -3.6550 0.2267 -4.3692
C -3.2684 -0.7937 -3.5261
C -2.6475 -0.4880 -2.3139
S -2.1770 -1.6860 -1.1276
H -2.5593 2.8209 -2.4562
H -3.6828 2.3631 -4.6740
H -4.1601 -0.0034 -5.3005
H -3.4602 -1.8292 -3.7845
C -4.0829 4.2348 2.0915
C -3.3053 3.6957 3.2910
S -2.2303 2.2594 2.9550
C -3.1057 0.9438 3.7900
C -4.2080 0.2636 2.9846
S -3.7179 -0.3694 1.3526
C -4.7046 0.6753 0.2464
C -4.4674 2.1867 0.1929
S -5.3538 3.1292 1.4582
H -3.4206 4.5202 1.2750
H -4.6258 5.1302 2.4001
H -3.9727 3.3764 4.0934
H -2.6486 4.4769 3.6797
H -3.5400 1.3530 4.7045
H -2.3415 0.2305 4.0855
H -5.0296 0.9550 2.7913
H -4.5895 -0.5807 3.5634
H -5.7370 0.4823 0.5417
H -4.5713 0.2425 -0.7475
H -4.8354 2.5643 -0.7655
H -3.4076 2.4186 0.2803
C 2.6984 -0.1400 3.6653
As 0.9518 0.3942 2.9927
C 1.0824 2.2459 3.4842
C -0.0284 -0.5648 4.3639
C 0.1063 -0.2588 5.7054
C -0.4991 -1.0454 6.6803
C -1.2090 -2.1782 6.3123
C -1.3426 -2.4944 4.9684
C -0.7807 -1.6825 3.9939
As -0.9182 -2.2597 2.1496
C -2.3313 -3.5393 2.1071
C 0.6276 -3.3465 1.9121
H 2.6844 0.1460 4.7224
H 3.5132 0.3819 3.1735
H 2.8776 -1.2064 3.6305
H 0.6709 2.4010 4.4753
H 0.5537 2.8668 2.7730
H 2.1353 2.5308 3.4680
H 0.6700 0.6174 6.0107
H -0.3975 -0.8059 7.7335
H -1.6972 -2.8093 7.0487
H -1.9091 -3.3759 4.7001
H -1.9890 -4.4453 2.6144
H -2.5942 -3.7881 1.0849
H -3.2327 -3.1919 2.6083
H 0.6053 -4.0884 2.7235
H 1.5483 -2.7723 2.0043
H 0.6340 -3.8907 0.9728
O 0.5232 -0.2545 -0.2440
P 1.5156 -0.0266 -1.4960
C 3.2255 0.1046 -0.8889
C 4.4018 -0.1792 -1.8722
C 4.7336 -1.6761 -2.0013
C 4.9891 -2.3236 -0.6361
C 3.7779 -2.1043 0.2823
C 3.5007 -0.6132 0.4477
C 1.0697 -1.3070 -2.6839
C 1.0185 -2.7391 -2.1083
C 0.2065 -3.6749 -3.0373
C 0.4610 -3.3963 -4.5325
C 1.7824 -2.6763 -4.7492
C 1.7891 -1.2833 -4.0777
C 1.0855 1.5670 -2.2001
C 1.9915 2.0757 -3.3635
C 2.8923 3.2199 -2.8778
C 2.0637 4.4455 -2.4245
C 0.7311 4.0269 -1.7891
C 0.8838 2.6591 -1.1036
H 3.2417 1.1749 -0.6623
H 5.2585 0.3256 -1.3995
H 4.2730 0.2856 -2.8478
H 5.6148 -1.7738 -2.6462
H 3.9067 -2.1780 -2.4947
H 5.8814 -1.8915 -0.1730
H 5.1704 -3.3941 -0.7581
H 3.9776 -2.5451 1.2597
H 2.8970 -2.5865 -0.1388
H 4.4066 -0.1444 0.8480
H 2.6782 -0.4557 1.1398
H 0.0364 -1.0158 -2.8737
H 0.5944 -2.7428 -1.1004
H 2.0308 -3.1410 -2.0397
H -0.8542 -3.6000 -2.8180
H 0.5207 -4.6963 -2.8018
H -0.3359 -2.7591 -4.9168
H 0.4318 -4.3195 -5.1152
H 2.0065 -2.5542 -5.8078
H 2.5910 -3.2890 -4.3289
H 1.2707 -0.5637 -4.7159
H 2.8290 -0.9587 -4.0111
H 0.0967 1.3658 -2.6221
H 1.3430 2.4376 -4.1459
H 2.5838 1.2778 -3.8076
H 3.5715 3.5028 -3.6822
H 3.5121 2.8751 -2.0494
H 1.8847 5.0986 -3.2778
H 2.6450 5.0294 -1.7211
H -0.0511 3.9684 -2.5478
H 0.4224 4.7711 -1.0587
H 0.0164 2.4102 -0.4943
H 1.7525 2.7369 -0.4446
```

Atom charges from the Löwdin analysis, given in e for atoms 1 to 8: 1.07, -0.34, -0.18, 0.02, 0.02, 0.01, -0.03, -0.57

---

Entry 2:
A 2-piece molecular cluster, C5H11O2 overall. Source: OMol25; level of theory: wB97M-V/def2-TZVPD.

Output
- Energy above the lowest of the compared OMol25 structures with the same formula, charge and spin: 0.926 eV
- M: 103.14 g mol⁻¹
- Gap between HOMO and LUMO: 7.44 eV
- Calculated total energy: -347.6156 Eh
- Net charge: -1

Structure (XYZ):
```
18
C5H11O2 (wB97M-V/def2-TZVPD)
C 1.8915 -1.5446 -1.4380
C 0.6083 -2.4264 -1.5416
O 0.0155 -2.5752 -0.4374
O 0.2963 -2.8720 -2.6602
H 1.7284 -0.7044 -2.1265
H 2.8415 -2.0347 -1.6266
H 1.8304 -1.0709 -0.4526
C -1.1062 1.1687 0.4857
C 0.0798 2.1174 0.6651
C -1.6912 0.3624 1.6026
H -1.7397 1.7742 -0.1752
H -0.7677 0.3500 -0.1705
H -0.0834 3.0662 1.1606
H 0.5820 2.2146 -0.3010
H -2.1453 -0.5898 1.3335
H -0.9468 0.1561 2.3825
H 1.0417 1.7217 1.0723
H -2.4350 0.8868 2.2272
```

Atom charges from the Löwdin analysis, given in e for atoms 1 to 8: -0.07, -0.81, -0.13, -0.11, 0.05, 0.04, 0.04, -0.32

---

Entry 3:
C4H5Cl3 as an isolated structure. Source: OMol25; level of theory: wB97M-V/def2-TZVPD.

Output
- Energy above the lowest of the compared OMol25 structures with the same formula, charge and spin: 1.783 eV
- M: 159.44 g mol⁻¹
- Gap between HOMO and LUMO: 10.30 eV
- Calculated total energy: -1535.9072 Eh

Structure (XYZ):
```
12
C4H5Cl3 (wB97M-V/def2-TZVPD)
C 0.8261 -0.3466 0.8826
C -0.6781 0.1905 -0.8526
C 0.3938 1.1861 -0.3016
C -0.2976 -0.9340 0.1110
Cl -0.2920 2.6514 0.4668
Cl -1.8142 -1.3646 1.1413
Cl 0.2364 -2.4051 -0.6520
H 1.7733 -0.5950 0.4066
H 0.7615 -0.2070 1.9554
H -1.6833 0.5731 -0.5493
H -0.4995 -0.1510 -1.9103
H 1.2736 1.4022 -0.6979
```

Atom charges from the Löwdin analysis, given in e for atoms 1 to 8: -0.10, -0.27, -0.51, -1.22, 0.56, 0.52, 0.64, 0.08

---

Entry 4:
One molecule with the formula C4H10N2. Source: OMol25; level of theory: wB97M-V/def2-TZVPD.

Output
- Energy above the lowest of the compared OMol25 structures with the same formula, charge and spin: 7.016 eV
- M: 86.14 g mol⁻¹
- Gap between HOMO and LUMO: 4.34 eV
- Calculated total energy: -267.6675 Eh

Structure (XYZ):
```
16
C4H10N2 (wB97M-V/def2-TZVPD)
C -1.8460 -0.1903 -0.2393
C -0.5094 -0.8535 -0.4272
C 0.5214 0.2697 -0.8260
C 1.5213 0.4496 0.3166
N 2.0631 -0.7733 0.7004
N -1.6634 0.9481 0.5993
H -2.2063 0.0879 -1.2445
H -2.5906 -0.8634 0.2119
H -0.4150 -1.7351 -1.0631
H -0.1385 -1.2626 0.5151
H 1.0102 0.0124 -1.7658
H -0.0434 1.2083 -0.8847
H 2.2831 1.1894 0.0428
H 0.8488 0.9127 1.0779
H -2.0901 1.7589 0.1643
H 3.0732 -0.7166 0.5636
```

Atom charges from the Löwdin analysis, given in e for atoms 1 to 8: -0.37, -0.20, -0.20, -0.37, 0.13, 0.08, 0.11, 0.12